{"formula": "C2H8N4", "method": "ωB97M-V/def2-TZVPD", "e_lumo_ev": [0.8, 0.8], "e_above_lowest_kcal_mol": 109.4, "charge": 0, "homo_energy_ha": [-0.3065, -0.3065], "total_energy_ha": -299.8563, "symbols": ["C", "N", "C", "N", "N", "N", "H", "H", "H", "H", "H", "H", "H", "H"], "coordinates": [[0.8112, -1.0903, -1.5178], [0.4329, -0.2168, 0.5018], [-0.9269, -0.0202, -0.0583], [1.0741, 0.7037, 1.3713], [-1.7432, 0.7907, 0.7372], [-1.1134, -0.4498, -1.2082], [0.5362, -1.1550, 0.8845], [1.1844, 1.5869, 0.8849], [0.5323, 0.8558, 2.2224], [-2.5740, 1.0613, 0.2281], [-1.2885, 1.6075, 1.1245], [0.8355, -0.4767, -2.4085], [1.8154, -1.1061, -1.1036], [0.4240, -2.0909, -1.6584]]}

=====

{"formula": "C5H17P5", "method": "ωB97M-V/def2-TZVPD", "e_lumo_ev": [-0.6, -0.7], "e_above_lowest_kcal_mol": 49.8, "charge": 0, "homo_energy_ha": [-0.2919, -0.2782], "total_energy_ha": -1907.2359, "symbols": ["C", "C", "C", "C", "C", "P", "P", "P", "P", "P", "H", "H", "H", "H", "H", "H", "H", "H", "H", "H", "H", "H", "H", "H", "H", "H", "H"], "coordinates": [[-3.6323, 2.0750, 0.1609], [-2.1261, 2.0881, -0.1124], [3.9060, -0.0966, 0.6873], [1.2119, -0.8090, 0.5989], [-1.6258, -1.5228, 0.2698], [5.2648, 0.6401, -0.3822], [-2.7811, -2.8100, 0.1269], [-1.7232, 1.0470, -1.6163], [2.7734, -1.2413, -0.2853], [-0.0775, -1.6914, -0.4860], [-4.1991, 1.0382, 0.2008], [-3.8867, 2.6310, 1.0399], [-3.9328, 2.7183, -0.6390], [-1.4318, 1.9385, 0.6988], [-1.9923, 3.1329, -0.3654], [4.4108, -0.6774, 1.4424], [3.2029, 0.5794, 1.1340], [0.9811, 0.2156, 0.9566], [1.2434, -1.3541, 1.6190], [-1.6794, -0.7904, 1.1152], [4.4809, 0.6311, -1.5995], [5.8349, -0.4772, -1.1109], [-3.8424, -1.9792, 0.4081], [-3.0028, -2.7484, -1.2635], [-0.2785, 0.8016, -1.2337], [2.5044, -0.3134, -1.3174], [0.3974, -3.0255, -0.0469]]}